{"formula": "C18H27N4OP2SYb", "method": "ωB97M-V with the def2-TZVPD basis set", "elements": ["H", "C", "H", "O", "C", "P", "C", "H", "H", "H", "H", "H", "H", "H", "C", "H", "H", "C", "C", "N", "H", "H", "C", "H", "C", "H", "H", "H", "N", "H", "C", "H", "C", "H", "H", "Yb", "C", "C", "N", "C", "N", "C", "H", "C", "C", "H", "S", "C", "C", "P", "H", "H", "H", "H"], "coordinates": [[-3.97974, 4.55025, -1.61744], [1.30707, 1.84585, -0.42110], [2.03254, 3.47296, 2.98616], [0.80081, -1.75138, 0.81828], [-2.52237, 4.10973, -0.10251], [1.24677, -3.21868, 0.65696], [1.40617, 0.63852, -1.12744], [1.32199, -0.32366, -3.04855], [0.91840, -4.93216, -0.96157], [1.72628, -0.26263, -0.61770], [-0.57716, -4.02063, -0.64207], [1.08004, -5.23877, 1.89740], [-3.07637, -4.35836, 1.75210], [-4.18899, 2.15829, -2.29983], [1.74756, 3.48395, 1.93457], [1.36578, -3.83153, 2.94743], [3.32101, -2.78223, -0.44838], [-2.97992, 0.06976, -1.10413], [3.09425, 0.99211, 1.66131], [-1.86399, 1.81863, 0.10251], [-2.42624, 5.12512, 0.25546], [3.82419, 1.42344, 0.97732], [1.21750, 0.60790, -2.50714], [0.78607, 1.76235, -4.26145], [-3.49971, 2.45721, -1.52134], [3.03913, -0.08424, 1.51099], [-0.25217, -4.10782, 2.26754], [0.86328, 4.10921, 1.83229], [-2.69512, -2.07285, -0.38882], [-1.09380, 3.31500, 1.28549], [1.02317, 3.01599, -1.11962], [3.49903, -2.83034, 1.32480], [-3.38463, 3.78628, -1.13445], [0.63524, 3.89824, -3.02862], [2.56228, 3.90708, 1.34656], [-0.62031, -0.11611, 1.01230], [0.83654, 2.97949, -2.49327], [0.92324, 1.77858, -3.18843], [-2.34404, -0.75063, -0.37299], [-2.58888, -2.63291, 0.79169], [-2.89069, -3.94770, 0.85161], [0.50011, -3.93894, -0.78897], [-3.35223, -4.35514, 0.05195], [3.01620, -3.29499, 0.46454], [-1.77958, 3.09543, 0.47789], [0.95471, 3.96493, -0.60250], [-2.13897, -1.85918, 2.31575], [-2.74304, 1.50416, -0.87217], [0.81699, -4.19513, 2.07800], [1.46173, 1.77089, 1.39976], [-3.77170, -0.26336, -1.76977], [3.32986, -4.33865, 0.40676], [0.70257, -3.30996, -1.65610], [3.40913, 1.17662, 2.68893]], "atomic_forces_ev_per_a": [[0.0, 0.0, 0.0], [0.2, -0.1, 0.1], [0.0, 0.0, 0.0], [-0.2, 0.4, -0.1], [0.0, 0.0, 0.0], [0.0, 0.1, 0.0], [0.0, 0.1, -0.1], [0.0, 0.0, 0.0], [0.0, 0.0, 0.0], [0.0, 0.0, 0.0], [0.0, 0.0, 0.0], [0.0, 0.0, 0.0], [0.0, 0.0, 0.0], [0.0, 0.0, 0.0], [-0.1, 0.0, 0.0], [0.0, 0.0, 0.0], [0.0, 0.0, 0.0], [-0.1, 0.2, -0.2], [0.0, 0.0, 0.0], [0.0, -0.2, 0.3], [0.0, 0.0, 0.0], [0.0, 0.0, 0.0], [-0.1, 0.0, 0.1], [0.0, 0.0, 0.0], [-0.1, 0.1, -0.1], [0.0, 0.0, 0.0], [0.0, 0.0, 0.0], [0.0, 0.0, 0.0], [0.1, -0.1, -0.1], [0.0, 0.0, 0.0], [-0.1, 0.1, 0.0], [0.0, 0.0, 0.0], [0.0, 0.0, 0.0], [0.0, 0.0, 0.0], [0.0, 0.0, 0.0], [-0.2, -0.8, 0.1], [0.0, 0.0, 0.0], [0.0, 0.0, 0.0], [0.2, -0.2, 0.3], [-0.1, 0.1, 0.0], [0.1, 0.0, 0.2], [-0.1, 0.0, 0.0], [0.0, 0.0, 0.0], [0.1, 0.0, 0.0], [0.0, 0.0, -0.1], [0.0, 0.0, 0.0], [0.1, 0.3, -0.2], [0.0, -0.1, -0.1], [0.0, 0.0, 0.1], [0.4, 0.1, -0.1], [0.0, 0.0, 0.0], [0.0, 0.0, 0.0], [0.0, 0.0, 0.0], [0.0, 0.0, 0.0]], "multiplicity": 2, "homo_ev": [-14.150, -14.149], "total_charge": 2, "lumo_energy_ev": [-6.50, -6.59], "e_above_lowest_ev": 0.5389}


{"formula": "C12H15F6IrN2O5P", "method": "ωB97M-V with the def2-TZVPD basis set", "elements": ["H", "C", "O", "C", "H", "H", "H", "H", "H", "O", "C", "Ir", "H", "H", "N", "F", "C", "H", "H", "C", "H", "O", "F", "C", "C", "C", "O", "H", "F", "F", "N", "F", "H", "C", "P", "H", "C", "O", "C", "C", "H", "F"], "coordinates": [[-2.04877, -0.01206, -2.44052], [-0.27776, -3.16125, -1.15322], [2.48427, 2.87858, -0.94902], [-0.13078, 5.13114, -1.10403], [1.86822, -1.25348, -2.43298], [-2.68970, 1.49712, 0.04593], [0.79846, -1.85362, 4.49877], [0.69431, -3.45277, -0.75940], [-0.46042, -3.68436, -2.09422], [-0.97363, 5.96411, -1.27027], [0.66706, -1.35540, 3.53996], [0.09714, -0.16991, 0.26049], [-1.04565, -3.42802, -0.42962], [1.71786, 4.56023, -1.12815], [-1.89976, 2.06794, -0.21802], [-0.42618, -4.00428, 3.78502], [1.58274, 2.12939, -0.66641], [1.52322, -1.58664, 2.90650], [-2.75325, 3.98569, -0.53439], [0.85656, -1.06772, -2.79188], [-2.72605, -1.27762, -1.38047], [-0.82244, -1.21431, 1.61180], [0.53466, -3.63370, 1.88373], [-0.61105, -1.81792, 2.85076], [-0.54861, -3.34552, 2.63793], [-1.84165, -1.41148, 3.69650], [1.16701, 5.36800, -1.22226], [-2.13808, -1.69340, -3.00340], [-1.81254, -1.96552, 4.90744], [-2.99024, -1.74559, 3.10386], [-0.65553, 1.56436, -0.23167], [-1.84279, -0.07526, 3.84880], [0.78467, -0.02806, -3.10963], [0.16934, 2.55652, -0.55504], [-0.32852, -1.39986, -1.48132], [0.64347, -1.72091, -3.64025], [-0.54338, 3.73737, -0.73117], [1.69863, 0.84097, -0.43920], [-1.86328, 3.37786, -0.50169], [-1.97026, -1.05497, -2.13391], [0.62059, -0.28097, 3.71120], [-1.61677, -3.81822, 1.98620]], "atomic_forces_ev_per_a": [[0.0, 0.0, 0.0], [0.0, 0.0, 0.1], [-0.1, 0.1, 0.0], [0.1, 0.1, 0.0], [0.0, 0.0, 0.0], [0.0, 0.0, 0.0], [0.0, 0.0, 0.0], [0.0, 0.0, 0.0], [0.0, 0.0, 0.0], [0.0, 0.0, 0.0], [0.0, 0.0, 0.0], [0.2, 0.7, 2.3], [0.0, 0.0, 0.0], [0.1, 0.1, 0.0], [0.0, -0.1, 0.1], [0.0, 0.0, 0.0], [0.2, -0.3, -0.1], [0.0, 0.0, 0.0], [0.0, 0.0, 0.0], [-0.1, 0.0, -0.1], [0.0, 0.0, 0.0], [-0.2, -1.0, -0.7], [0.0, 0.0, 0.0], [0.1, 0.5, 0.1], [0.0, -0.1, -0.1], [0.0, -0.1, 0.1], [0.0, -0.2, 0.0], [0.0, 0.0, 0.0], [0.0, 0.0, 0.0], [0.0, 0.0, 0.0], [0.0, 0.3, -0.5], [0.0, 0.0, 0.0], [0.0, 0.0, 0.0], [-0.1, 0.2, 0.0], [-0.1, -0.1, -0.7], [0.0, 0.0, 0.0], [-0.2, 0.0, 0.0], [0.1, -0.2, -0.5], [0.0, 0.0, -0.1], [0.0, 0.0, 0.0], [0.0, 0.0, 0.0], [0.0, 0.0, 0.0]], "multiplicity": 1, "homo_ev": -13.106, "total_charge": 1, "lumo_energy_ev": -5.25, "e_above_lowest_ev": 0.8313}


{"formula": "C23H30N6O", "method": "ωB97M-V with the def2-TZVPD basis set", "elements": ["H", "H", "H", "H", "C", "C", "C", "H", "C", "C", "H", "C", "N", "H", "O", "H", "H", "C", "H", "H", "C", "H", "H", "H", "H", "C", "H", "H", "H", "H", "N", "C", "H", "H", "H", "C", "H", "N", "C", "C", "C", "C", "N", "H", "C", "N", "H", "C", "C", "C", "H", "C", "H", "C", "C", "H", "N", "C", "H", "H"], "coordinates": [[4.71475, 0.61026, -1.24246], [9.49816, 0.10258, -1.51481], [-3.42960, 0.04042, 1.51135], [-3.08880, 3.06955, 1.79999], [0.15795, -1.81194, -0.46077], [-0.05554, -0.44460, -0.45636], [-5.28700, -3.26152, 0.55555], [0.15524, 1.43628, -1.22389], [-0.99254, -2.34418, 0.13051], [-5.59765, -0.81632, 0.91954], [-5.45182, -3.91139, -0.30120], [2.04158, 0.80351, -1.02853], [-1.84023, -1.39558, 0.46903], [7.21316, -0.74850, -1.83236], [2.46439, 1.84809, -1.47196], [-5.98618, 0.18540, -2.14041], [2.89540, -1.10768, -1.33748], [5.26804, -1.04994, 0.02451], [4.90083, -1.52777, 0.93583], [10.26791, 0.77081, 0.73272], [-5.83947, -0.30415, -1.19756], [-1.23876, 1.81564, 0.39062], [2.49346, -0.76579, 0.35026], [-5.95341, -3.54970, 1.36970], [6.45085, -0.26812, 2.33602], [6.67569, -0.56850, 0.23010], [-1.22640, -3.37390, 0.31417], [-6.42355, 2.24812, -0.31931], [-5.52338, -0.88100, 1.98711], [8.73513, 0.58338, 2.65755], [0.68647, 0.62454, -0.93101], [-5.77712, 0.26995, 0.08443], [-6.31404, 1.85368, 1.40414], [-4.24990, -3.35585, 0.88630], [-2.25922, 1.42305, -1.82255], [-5.82380, 1.72656, 0.43445], [-3.48084, 0.37401, -1.09780], [-5.55082, -1.91491, 0.14184], [-3.76812, 2.48540, -0.69874], [8.83156, 0.02255, -0.66833], [8.40372, 0.29227, 1.67121], [-2.86912, 1.26068, -0.93059], [-4.55316, 2.43163, 0.51110], [4.37453, 0.86480, 0.46321], [4.35123, 0.12255, -0.33687], [-1.26500, -0.24120, 0.12739], [-2.17907, 0.88056, 2.43456], [7.54603, -0.45588, -0.84647], [9.26403, 0.39793, 0.59206], [-3.72459, 2.18454, 1.66709], [-4.36633, 2.09731, 2.54586], [-1.97755, 1.00960, 0.29052], [-4.44187, 2.61058, -1.54813], [7.11841, -0.18646, 1.48954], [-2.82663, 0.94444, 1.55841], [5.24329, -1.78719, -0.78141], [-5.69694, -1.61493, -1.14184], [2.91324, -0.33707, -0.56215], [0.99272, -2.35432, -0.84871], [-3.13368, 3.37877, -0.63277]], "atomic_forces_ev_per_a": [[0.0, 0.1, 0.1], [0.1, 0.0, -0.1], [0.1, 0.1, 0.1], [0.0, 0.0, 0.1], [0.1, 0.2, -0.1], [0.0, -0.6, 0.1], [0.2, -0.5, 0.1], [0.2, -0.1, -0.1], [0.1, 0.3, 0.0], [-0.2, 0.3, -0.3], [0.0, 0.0, 0.1], [0.0, -0.2, 0.1], [-0.7, -0.4, 0.2], [0.0, 0.0, -0.1], [0.2, 0.1, -0.1], [0.0, 0.1, -0.2], [-0.1, -0.1, 0.0], [-0.1, 0.3, 0.0], [0.0, -0.1, 0.0], [0.1, 0.0, 0.0], [-0.1, 0.0, 0.4], [0.0, -0.1, 0.0], [0.0, -0.1, -0.1], [0.0, 0.0, -0.1], [-0.1, 0.0, 0.1], [0.0, -0.2, 0.0], [-0.1, -0.2, 0.1], [-0.1, -0.1, 0.1], [0.1, 0.0, 0.2], [0.0, 0.0, 0.1], [-0.7, 0.5, -0.1], [-0.1, -0.2, 0.2], [-0.1, 0.1, -0.1], [-0.1, 0.0, 0.0], [0.0, 0.0, -0.1], [0.1, 0.0, 0.0], [0.1, 0.0, 0.0], [-0.1, 0.5, 0.2], [0.1, -0.1, -0.1], [0.1, 0.0, -0.1], [0.1, 0.1, 0.1], [0.0, 0.2, 0.1], [-0.1, 0.2, 0.0], [0.0, 0.1, 0.0], [-0.2, -0.2, -0.1], [0.8, 0.0, -0.1], [0.0, -0.1, 0.0], [0.0, 0.0, 0.0], [0.1, 0.0, 0.0], [0.2, -0.1, 0.1], [0.0, 0.1, 0.0], [-0.6, 0.1, 0.0], [0.0, 0.1, 0.0], [0.0, 0.0, 0.0], [0.0, 0.2, 0.0], [0.0, -0.1, 0.0], [0.0, -0.5, -0.7], [0.4, 0.3, 0.0], [0.2, 0.0, -0.1], [0.0, 0.0, -0.1]], "multiplicity": 1, "homo_ev": -8.287, "total_charge": 0, "lumo_energy_ev": 0.67, "e_above_lowest_ev": 1.6038}